(1)
The following is a DFT calculation (wB97M-V/def2-TZVPD) of a structure of composition C34H50BCaCl2CsF9LiN5O18PS2 in a non-equilibrium geometry.

Properties
HOMO level (eV): -6.9
Spin multiplicity: 1
Largest force on an atom (eV/Å): 9.44
E_tot (eV): -180680.0048
Kohn-Sham gap (eV): 2.123

Element x y z (Å)
C: 2.32067 -3.00779 2.97984
N: 1.52659 -3.11136 1.69609
C: 0.60693 -1.92979 1.47962
C: 1.08543 -1.15845 0.11398
C: 0.15177 -1.28734 -1.22723
C: 0.41817 -0.60696 -2.69470
C: 1.80913 0.25363 -2.80343
C: 2.18604 0.99119 -4.25100
C: 1.59852 2.55414 -4.20230
C: 2.75766 3.67401 -3.88251
C: 2.14905 5.20509 -3.65456
F: 0.81007 5.39903 -4.26415
F: 3.18091 6.12875 -4.25424
C: 2.17522 5.54753 -2.01816
F: 3.58193 5.52219 -1.48344
F: 1.67404 6.93273 -1.73808
F: 1.42784 4.53239 -1.21738
C: 2.82326 0.38088 -1.47957
N: 4.10408 1.15998 -1.70397
C: 5.19258 0.32562 -1.78081
C: 5.16984 -1.31006 -1.88812
C: 6.68584 1.07342 -1.70590
C: 2.50089 -0.27713 -0.00460
P: 3.64740 -0.08506 1.54390
O: 4.81855 1.21738 1.28979
Cl: 2.50076 0.63329 3.23575
C: -0.76192 -0.95769 -3.77673
O: -0.83209 -0.86183 -5.10658
N: -1.85309 -1.52778 -2.84658
O: -2.81970 -0.65548 -2.49324
C: -4.11603 -0.98743 -3.11349
C: -5.25131 -1.11052 -1.89371
C: -6.41060 -2.20888 -2.26234
C: -5.80595 0.36262 -1.43614
C: -7.39454 0.63375 -1.73694
C: -7.60281 2.28383 -1.91412
C: -8.24529 0.23044 -0.38306
C: -1.25247 -2.07534 -1.53469
O: -1.82971 -3.06958 -0.84562
H: 3.46727 -2.92124 2.67318
H: 1.97613 -2.14417 3.69825
H: 2.21295 -4.02520 3.59487
H: 2.23074 -3.07688 0.90843
H: -0.47635 -2.35679 1.27154
H: 0.50590 -1.20312 2.39226
H: 3.33131 0.93783 -4.48779
H: 1.58770 0.46663 -5.13176
H: 1.05434 2.84900 -5.20577
H: 0.76893 2.64174 -3.34871
H: 3.27716 3.38674 -2.86724
H: 3.61421 3.71130 -4.69730
H: 5.16575 -1.81947 -0.83162
H: 4.28719 -1.75772 -2.51226
H: 6.17170 -1.62946 -2.43716
H: 6.72069 1.56941 -0.62058
H: 6.77367 1.87054 -2.56823
H: 7.51516 0.24651 -1.81322
H: 4.25610 1.96534 0.90865
H: -4.44323 -0.07949 -3.80769
H: -4.08582 -1.93858 -3.79859
H: -4.65003 -1.55061 -0.96123
H: -7.35206 -2.15002 -1.54822
H: -6.81766 -2.01499 -3.36603
H: -6.00326 -3.31831 -2.23219
H: -5.63488 0.44890 -0.26153
H: -5.15373 1.18603 -1.96253
H: -7.80327 0.16367 -2.72760
H: -6.60884 2.84027 -2.19528
H: -8.34818 2.44643 -2.82904
H: -8.15975 2.75971 -0.97944
H: -7.95125 1.02252 0.45765
H: -7.98392 -0.82043 0.06076
H: -9.39759 0.36951 -0.57006
C: -2.93622 -2.14886 4.83202
N: -1.70807 -2.51800 4.07766
O: -0.65213 -2.59244 4.71687
O: -1.83873 -2.72263 2.86518
H: -2.67449 -1.99918 5.88163
H: -3.32570 -1.22645 4.39630
H: -3.64781 -2.97011 4.72526
Li: -0.89759 3.03640 -2.29198
C: 3.34297 -6.78213 1.83941
O: 3.84064 -5.52308 2.25362
H: 2.26567 -6.81441 2.01747
H: 3.53819 -6.91920 0.77297
H: 3.82903 -7.57418 2.41442
H: 4.79794 -5.52412 2.08360
Cl: -1.49759 -0.66768 0.61415
Ca: -1.49759 -3.65746 0.94484
C: -1.78745 -4.10619 -5.70904
C: -3.23489 -4.52009 -5.50741
O: -3.93982 -4.54410 -6.55440
O: -3.54765 -4.78785 -4.31351
H: -1.57869 -3.88792 -6.76082
H: -1.57236 -3.20935 -5.12051
H: -1.12229 -4.91186 -5.38450
C: 7.94757 -7.67766 4.63391
C: 7.43301 -6.68526 3.62575
O: 6.69019 -7.03292 2.70910
C: 7.86230 -5.25095 3.78251
H: 7.55601 -8.67249 4.39623
H: 9.03917 -7.71323 4.59635
H: 7.60994 -7.39898 5.63523
H: 8.95025 -5.17846 3.70705
H: 7.52092 -4.86412 4.74598
H: 7.41471 -4.64894 2.98459
B: -1.20432 8.28804 -1.61134
O: -0.29207 9.20077 -0.91390
C: -1.04224 10.16136 -0.35722
O: -0.59284 11.08591 0.30051
C: -2.42936 9.92900 -0.65468
O: -3.36794 10.62096 -0.29476
O: -2.55406 8.82178 -1.39905
F: -1.10070 6.95034 -1.04935
F: -0.89481 8.25944 -3.03235
Cs: -1.19759 0.62012 3.01604
N: -1.98909 5.15500 8.04858
S: -3.43701 5.43721 8.58793
O: -3.82310 4.80253 9.84358
O: -4.50213 5.61639 7.60813
F: -3.24564 6.95051 9.08019
S: -1.83684 3.67017 7.55501
O: -0.44886 3.25477 7.35555
O: -2.75704 3.18473 6.53371
F: -2.23862 2.79595 8.82739



(2)
The following is a DFT calculation (wB97M-V/def2-TZVPD) of a cluster of 4 separate species, C23H57N8O9 in total in a non-equilibrium geometry.

Properties
HOMO level (eV): -10.1
Spin multiplicity: 1
Net charge: +1
Largest force on an atom (eV/Å): 8.32
E_tot (eV): -55106.1154
Kohn-Sham gap (eV): 5.096

Element x y z (Å)
N: 3.57033 -2.79352 0.41402
C: 2.68091 -1.56205 0.27128
O: 2.22460 -0.93078 1.35629
C: 2.38726 -1.06907 -1.29876
C: 2.07478 0.53716 -1.39909
N: 0.89600 0.91023 -2.27011
C: -0.43328 0.49720 -1.67021
N: -0.75714 1.03960 -0.43748
N: -1.31286 -0.42335 -2.48717
C: -1.47913 -1.79087 -1.86248
O: -2.14632 -1.78963 -0.54211
N: -1.24544 -1.92235 0.45079
O: -1.83214 -2.33903 1.44864
H: 3.70590 -3.17468 -0.55679
H: 4.52670 -2.52173 0.75657
H: 3.41334 -1.27542 -1.87248
H: 1.58578 -1.73347 -1.83426
H: 3.03333 1.02871 -1.91374
H: 2.00777 1.04730 -0.33287
H: 0.87346 1.97404 -2.23817
H: -1.75584 1.08614 -0.13040
H: -0.05349 1.49856 0.21245
H: -0.78768 -0.59564 -3.39037
H: -0.48036 -2.42713 -1.83503
H: -2.20810 -2.39845 -2.58698
C: 7.97902 -1.39345 7.11870
O: 7.40901 -2.59030 6.60966
C: 6.21242 -2.98470 7.29075
C: 4.98753 -2.82136 6.37855
N: 4.67993 -1.40589 6.14954
C: 3.70030 -1.18033 5.07994
C: 4.09089 -1.62177 3.65538
O: 5.15385 -0.85847 3.07952
C: 6.45675 -1.29281 3.44206
H: 8.96616 -1.26617 6.66545
H: 7.36814 -0.52868 6.85142
H: 8.10233 -1.44533 8.20659
H: 6.08310 -2.44973 8.24054
H: 6.32647 -4.04831 7.52886
H: 4.12336 -3.30806 6.84334
H: 5.20736 -3.33442 5.43879
H: 5.53556 -0.91531 5.90378
H: 3.50984 -0.10109 5.05682
H: 2.75343 -1.65924 5.35831
H: 3.22036 -1.44275 3.01344
H: 4.29680 -2.69506 3.58210
H: 6.50840 -2.37437 3.60335
H: 6.79310 -0.75602 4.33089
H: 7.14139 -1.03284 2.63036
C: -7.57647 -3.10385 -1.93395
O: -6.60417 -3.61124 -1.03191
C: -5.60612 -2.64931 -0.67156
C: -5.75779 -2.23190 0.79879
N: -6.96125 -1.41818 0.99921
C: -7.30937 -1.21705 2.41093
C: -7.66901 -2.46732 3.23813
O: -8.89319 -3.09326 2.84609
C: -8.77241 -3.99631 1.75635
H: -8.18513 -3.94153 -2.28595
H: -8.23553 -2.39145 -1.43339
H: -7.10255 -2.63206 -2.80242
H: -5.61098 -1.77942 -1.34110
H: -4.63714 -3.14705 -0.79119
H: -4.87749 -1.65579 1.10353
H: -5.79522 -3.14576 1.39725
H: -7.74794 -1.86957 0.54038
H: -8.17542 -0.54522 2.42377
H: -6.49027 -0.68111 2.90617
H: -7.82743 -2.13481 4.27075
H: -6.85427 -3.19792 3.28428
H: -7.80195 -4.50255 1.73693
H: -8.94926 -3.46996 0.81668
H: -9.55414 -4.75442 1.85303
C: -0.62225 2.99593 -4.34237
O: 0.58189 3.61763 -3.91809
C: 1.69224 3.35690 -4.78434
C: 2.10443 4.62934 -5.53942
N: 1.09966 5.00294 -6.54017
C: 1.29631 6.34487 -7.10154
C: 1.19404 7.54075 -6.13397
O: -0.12045 7.76113 -5.61660
C: -0.44965 6.97026 -4.48357
H: -1.36050 3.10083 -3.54233
H: -1.01715 3.48448 -5.23557
H: -0.46981 1.92754 -4.53404
H: 1.49197 2.52558 -5.47268
H: 2.52467 3.05275 -4.13972
H: 3.06460 4.45863 -6.03804
H: 2.23732 5.42205 -4.79871
H: 0.17758 4.97019 -6.11373
H: 0.53035 6.47232 -7.87525
H: 2.26620 6.37760 -7.61306
H: 1.43729 8.44156 -6.70958
H: 1.93043 7.49929 -5.32420
H: 0.41992 6.75852 -3.85311
H: -0.92585 6.04206 -4.80442
H: -1.18268 7.51858 -3.88591



(3)
The following is a DFT calculation (wB97M-V/def2-TZVPD) of a structure of composition C34H30Br2N2ORhSi in a non-equilibrium geometry.

Properties
HOMO level (alpha / beta) (eV): -10.7 / -10.7
Spin multiplicity: 1
Net charge: +1
Energy relative to the best compared isomer or geometry (same formula, charge and spin) (kJ/mol): 35.1
Largest force on an atom (eV/Å): 1.55
E_tot (eV): -191737.1650
Kohn-Sham gap (alpha / beta) (eV): 6.287 / 6.288

Element x y z (Å)
Rh: 0.34207 0.97210 -0.69217
Br: -4.51866 -2.92354 -2.84035
C: -3.11797 -1.86204 -2.19164
C: -2.13959 -2.41621 -1.38717
C: -1.13302 -1.59579 -0.91697
N: -1.08860 -0.30496 -1.22377
C: -2.02154 0.24171 -2.03333
C: -3.06297 -0.51506 -2.52687
C: -1.81267 1.65437 -2.34770
C: -2.63320 2.41302 -3.16304
C: -2.31410 3.74478 -3.37614
Br: -3.39924 4.79702 -4.48164
C: -1.19165 4.29208 -2.76815
C: -0.42014 3.47658 -1.96987
N: -0.73036 2.19580 -1.77141
H: -2.15884 -3.45886 -1.11145
H: -0.35736 -1.96596 -0.25989
H: -3.82239 -0.08659 -3.16185
H: -3.50750 1.98629 -3.62943
H: -0.91728 5.32599 -2.91265
H: 0.46414 3.84319 -1.46718
C: 0.99855 1.23535 4.27379
C: -0.42906 0.73771 4.03177
C: -1.39753 1.92291 4.07913
C: -0.81722 -0.27371 5.11808
Si: -0.51744 -0.05671 2.32290
O: -0.28109 1.12373 1.21077
C: 0.83345 -1.32061 1.97577
C: 0.97902 -2.51746 2.68521
C: 1.96411 -3.43720 2.35079
C: 2.83372 -3.18248 1.29717
C: 2.72161 -1.99880 0.58386
C: 1.73334 -1.09133 0.93719
C: -2.20223 -0.85087 1.98148
C: -2.43384 -2.22845 1.98541
C: -3.67901 -2.75753 1.67159
C: -4.72475 -1.91243 1.32875
C: -4.51747 -0.53810 1.31027
C: -3.27125 -0.01819 1.63586
H: 1.05797 1.73630 5.24487
H: 1.30710 1.95331 3.51104
H: 1.71979 0.41465 4.27753
H: -1.31710 2.42116 5.05004
H: -2.43581 1.60228 3.96342
H: -1.17505 2.65710 3.30304
H: -0.85557 0.22593 6.09088
H: -0.08599 -1.08173 5.20223
H: -1.80030 -0.71504 4.93620
H: 0.31415 -2.74496 3.51024
H: 2.05480 -4.35665 2.91454
H: 3.60355 -3.89844 1.04270
H: 3.40455 -1.77057 -0.22442
H: 1.73419 -0.13656 0.37703
H: -1.63005 -2.91216 2.23632
H: -3.83317 -3.82945 1.69299
H: -5.69785 -2.31975 1.08604
H: -5.33167 0.12832 1.05332
H: -3.12503 1.05662 1.61050
C: 1.78125 1.01737 -2.01154
C: 2.80210 0.91878 -2.66073
C: 4.01550 0.78962 -3.40724
C: 4.94828 1.82934 -3.42892
C: 6.12342 1.68970 -4.14712
C: 6.37296 0.52394 -4.85742
C: 5.44734 -0.50986 -4.84355
C: 4.27512 -0.38488 -4.11781
H: 4.74537 2.73735 -2.87719
H: 6.84585 2.49484 -4.15551
H: 7.28945 0.42125 -5.42271
H: 5.64149 -1.41874 -5.39721
H: 3.55131 -1.18884 -4.09869



Look up the spin multiplicity of the second one. 1